1.
C20H46F2O7Si2 | ωB97M-V/def2-TZVPD

```
! RIJCOSX wB97M-V def2-TZVPD def2/J DEFGRID3
* xyz 0 1
C 4.167 -2.354 1.249
C 3.518 -1.401 0.042
O 3.006 -2.057 -1.002
O 3.613 0.056 0.210
C 2.407 0.760 -0.248
C 1.839 1.620 1.067
C 0.458 2.466 0.675
C -0.634 2.437 1.917
C -2.138 2.941 1.387
Si -3.523 1.690 1.894
O -4.478 1.090 0.511
Si -6.137 1.659 0.865
C -7.207 1.951 -0.707
C -7.243 0.706 -1.772
F -5.996 0.525 -2.562
C -7.048 0.587 2.188
C -6.988 -1.031 1.924
C -8.297 -1.597 1.057
F -5.682 -1.508 1.368
H 4.731 -1.708 2.071
H 4.996 -3.082 0.798
H 3.303 -2.993 1.722
H 1.544 0.073 -0.639
H 2.729 1.504 -1.092
H 1.530 0.789 1.865
H 2.673 2.351 1.503
H 0.780 3.585 0.457
H -0.047 2.068 -0.325
H -0.750 1.391 2.431
H -0.193 3.167 2.750
H -2.088 3.170 0.231
H -2.304 3.993 1.920
H -4.355 2.375 2.903
H -2.833 0.514 2.456
H -5.943 2.993 1.489
H -6.861 2.918 -1.304
H -8.310 2.195 -0.322
H -8.091 0.975 -2.568
H -7.549 -0.330 -1.321
H -6.542 0.799 3.236
H -8.187 0.905 2.157
H -7.089 -1.550 2.994
H -8.890 -2.430 1.645
H -7.906 -2.016 0.021
H -9.066 -0.717 0.823
C -1.151 -0.929 -5.024
O -1.731 -0.698 -3.745
C -2.577 -1.773 -3.329
C -1.871 -2.679 -2.315
O -0.777 -3.377 -2.915
C 0.479 -2.788 -2.599
H -0.349 -0.202 -5.174
H -0.728 -1.935 -5.104
H -1.908 -0.785 -5.802
H -2.930 -2.351 -4.194
H -3.452 -1.324 -2.849
H -2.581 -3.436 -1.966
H -1.536 -2.105 -1.441
H 0.747 -3.027 -1.564
H 0.470 -1.703 -2.736
H 1.236 -3.215 -3.262
C 8.722 -1.305 2.434
O 7.891 -1.030 1.312
C 7.324 0.282 1.365
C 8.073 1.250 0.443
O 9.405 1.484 0.907
C 10.371 0.738 0.176
H 9.300 -2.208 2.221
H 9.418 -0.486 2.637
H 8.099 -1.485 3.317
H 7.301 0.658 2.395
H 6.289 0.197 1.017
H 7.556 2.216 0.453
H 8.078 0.883 -0.592
H 10.514 1.189 -0.811
H 10.080 -0.312 0.062
H 11.319 0.777 0.719
*
```

Summary:
Gap between HOMO and LUMO   9.277 eV
Highest occupied orbital energy   -8.686 eV

Here are the Löwdin charges for atoms 1 to 5, given in e: -0.020 -0.275 -0.033 -0.119 -0.182

2.
C15H26InN14O3Te | ωB97M-V/def2-TZVPD

```
! RIJCOSX wB97M-V def2-TZVPD def2/J DEFGRID3
* xyz -1 1
In 0.782 0.062 -0.524
N 1.957 1.086 -2.287
C 3.360 1.026 -1.815
C 3.417 1.508 -0.358
O 4.225 2.381 -0.039
N 2.510 0.906 0.421
C 2.111 1.564 1.648
C 0.641 2.032 1.600
O 0.146 2.534 2.601
O -0.004 1.816 0.491
H 1.845 0.638 -3.189
H 1.628 2.046 -2.371
H 4.029 1.651 -2.405
H 3.684 -0.015 -1.870
H 2.737 2.435 1.847
H 2.195 0.896 2.510
N -0.801 -2.445 -2.584
C -1.552 -1.346 -2.238
N -2.838 -1.240 -2.519
N -3.188 -0.029 -2.037
N -2.179 0.560 -1.504
N -1.099 -0.257 -1.614
C 0.506 -2.686 -2.220
N 1.133 -3.812 -2.508
N 2.379 -3.634 -2.018
N 2.495 -2.477 -1.474
N 1.304 -1.829 -1.582
H -1.302 -3.216 -2.990
C -0.354 4.767 -4.163
Te -1.018 3.294 -2.756
C -1.407 1.851 -4.282
H 0.501 4.397 -4.724
H -0.055 5.650 -3.600
H -1.161 5.032 -4.842
H -2.401 1.988 -4.699
H -1.335 0.862 -3.835
H -0.652 1.961 -5.059
C -2.662 -0.017 3.977
C -2.841 0.464 2.552
N -1.799 -0.075 1.693
C -0.857 -0.969 2.054
N 0.189 -1.151 1.281
C 1.170 -2.185 1.607
C 1.205 -2.503 3.089
C -0.209 -2.786 3.552
N -1.055 -1.656 3.221
C -2.300 -1.489 3.948
H -3.577 0.145 4.548
H -1.852 0.538 4.456
H -2.777 1.552 2.506
H -3.819 0.160 2.167
H -1.529 0.546 0.936
H 2.150 -1.843 1.272
H 0.954 -3.096 1.036
H 1.601 -1.649 3.645
H 1.849 -3.363 3.277
H -0.250 -2.924 4.634
H -0.583 -3.709 3.087
H -2.141 -1.872 4.957
H -3.110 -2.076 3.493
*
```

Summary:
Relative energy (zero: lowest compared OMol25 entry of this formula, charge and spin)   0.07 kcal/mol
Gap between HOMO and LUMO   7.634 eV
Highest occupied orbital energy   -5.409 eV

Here are the Löwdin charges for atoms 1 to 5, given in e: 0.746 -0.015 -0.154 -0.551 0.008

3.
C2BrN5 | ωB97M-V/def2-TZVPD

```
! RIJCOSX wB97M-V def2-TZVPD def2/J DEFGRID3
* xyz 0 1
C 1.154 -1.597 -0.018
C -1.444 0.716 0.022
N 1.298 -2.740 0.050
N 0.760 -0.376 -0.067
N -0.755 1.700 0.044
N 1.269 0.769 -0.034
N 0.616 1.823 0.009
Br -2.897 -0.295 -0.005
*
```

Summary:
Relative energy (zero: lowest compared OMol25 entry of this formula, charge and spin)   47.22 kcal/mol
Gap between HOMO and LUMO   8.259 eV
Highest occupied orbital energy   -9.621 eV

Here are the Löwdin charges for atoms 1 to 5, given in e: -0.360 -0.621 0.130 0.002 0.023

4.
C41H50F6N13P2SSeTl | ωB97M-V/def2-TZVPD

```
! RIJCOSX wB97M-V def2-TZVPD def2/J DEFGRID3
* xyz -1 2
Tl -0.203 0.806 0.038
C 5.656 0.708 2.838
C 4.763 0.448 1.652
C 4.455 1.444 0.731
C 3.580 1.199 -0.304
C 2.936 -0.046 -0.506
N 1.947 -0.208 -1.437
C 2.104 0.300 -2.683
C 3.360 0.712 -3.211
C 3.515 1.269 -4.463
C 2.428 1.443 -5.320
C 2.563 2.106 -6.668
C 1.214 0.947 -4.880
C 1.053 0.338 -3.641
N -0.206 -0.297 -3.405
C -0.983 -0.900 -4.332
C -2.086 -1.404 -3.686
C -1.886 -1.053 -2.343
N -0.743 -0.401 -2.189
C 3.311 -1.069 0.404
C 4.181 -0.791 1.458
N 2.859 -2.441 0.280
C 3.305 -3.492 1.022
C 2.693 -4.626 0.553
C 1.879 -4.162 -0.497
N 1.982 -2.854 -0.657
H 6.120 1.693 2.763
H 5.091 0.677 3.773
H 6.454 -0.035 2.915
H 4.900 2.430 0.838
H 3.329 1.997 -0.994
H 4.229 0.581 -2.578
H 4.505 1.577 -4.787
H 3.424 2.776 -6.687
H 2.697 1.378 -7.474
H 1.677 2.698 -6.907
H 0.340 1.059 -5.515
H -0.693 -0.952 -5.367
H -2.932 -1.903 -4.128
H -2.543 -1.186 -1.499
H 4.411 -1.562 2.179
H 4.012 -3.382 1.821
H 2.829 -5.633 0.911
H 1.245 -4.726 -1.165
C -3.303 -4.803 1.057
N -1.806 -4.809 0.773
C -1.082 -5.008 2.097
N -1.451 -4.008 3.031
C -2.896 -3.994 3.237
N -3.639 -3.796 1.995
C -3.508 -2.424 1.472
P -1.739 -1.856 1.226
C -1.402 -3.492 0.162
C -0.921 -2.673 2.698
H -3.548 -5.791 1.451
H -3.807 -4.640 0.106
H -1.585 -5.587 0.152
H -0.016 -4.964 1.882
H -1.359 -6.001 2.459
H -3.146 -3.189 3.927
H -3.198 -4.948 3.677
H -4.044 -1.750 2.134
H -4.002 -2.379 0.498
H -0.328 -3.534 -0.044
H -1.921 -3.404 -0.793
H -1.017 -2.029 3.568
H 0.146 -2.765 2.481
C 0.875 3.076 4.260
N 1.518 2.094 5.103
C 2.224 2.469 6.313
C 2.609 1.108 6.902
N 2.544 0.255 5.721
C 1.752 0.813 4.749
S 1.214 0.051 3.383
H 0.121 3.621 4.830
H 0.394 2.557 3.434
H 1.604 3.785 3.858
H 1.580 3.048 6.975
H 3.108 3.072 6.078
H 1.901 0.792 7.674
H 3.610 1.118 7.329
H 2.513 -0.747 5.800
F -2.427 1.977 -1.100
P -3.765 2.250 -2.017
F -4.292 0.761 -1.632
F -2.986 1.645 -3.293
F -3.194 3.726 -2.374
F -5.077 2.507 -2.911
F -4.505 2.852 -0.716
N -5.098 0.198 5.967
C -4.436 0.533 5.074
N -3.689 0.987 4.100
C -2.923 0.350 3.314
N -2.164 -0.170 2.585
C -0.207 10.003 0.223
C -0.068 8.542 -0.109
C -1.031 7.624 0.282
C -0.918 6.266 -0.008
C -2.001 5.321 0.433
C 0.212 5.830 -0.730
Se 0.377 4.015 -1.176
C 1.204 6.750 -1.141
C 2.418 6.317 -1.920
C 1.044 8.087 -0.817
H -1.155 10.204 0.722
H -0.161 10.614 -0.680
H 0.600 10.332 0.882
H -1.901 7.966 0.831
H -2.671 5.810 1.140
H -1.583 4.428 0.899
H -2.590 4.968 -0.415
H 2.979 5.549 -1.388
H 3.075 7.167 -2.105
H 2.126 5.879 -2.876
H 1.803 8.798 -1.129
*
```

Summary:
<S²>   0.77
Gap between HOMO and LUMO (spin up / spin down)   5.092 / 4.318 eV
Highest occupied orbital energy (spin up / spin down)   -3.741 / -3.741 eV

Here are the Löwdin charges for atoms 1 to 5, given in e: 0.702 -0.060 -0.301 -0.053 -0.048

5.
C2HClN2O2 | ωB97M-V/def2-TZVPD

```
! RIJCOSX wB97M-V def2-TZVPD def2/J DEFGRID3
* xyz 0 1
N 2.062 -2.396 0.309
N 1.413 -1.636 -0.228
O 0.843 -0.839 -0.813
O 0.149 0.547 1.791
C -0.401 0.726 0.779
C -0.968 0.859 -0.431
Cl -1.218 2.485 -0.969
H -1.880 0.255 -0.438
*
```

Summary:
Structure (SMILES)   N#[N+][O-].O=C=CCl
Relative energy (zero: lowest compared OMol25 entry of this formula, charge and spin)   82.23 kcal/mol
Gap between HOMO and LUMO   9.150 eV
Highest occupied orbital energy   -9.015 eV

Here are the Löwdin charges for atoms 1 to 5, given in e: 0.234 -0.301 0.081 0.191 -0.281

6.
C18H31F5InN6O4Te | ωB97M-V/def2-TZVPD

```
! RIJCOSX wB97M-V def2-TZVPD def2/J DEFGRID3
* xyz 1 1
In 1.806 1.480 -0.875
N 1.182 3.262 -2.217
C 0.751 4.446 -1.467
C -0.140 4.000 -0.311
N 0.474 2.920 0.487
C 1.305 3.343 1.627
C 2.741 3.652 1.223
N 3.310 2.509 0.488
H 1.906 3.475 -2.896
H 0.377 2.861 -2.701
H 0.181 5.137 -2.090
H 1.633 4.981 -1.117
H -1.062 3.598 -0.730
H -0.388 4.856 0.320
H -0.263 2.326 0.846
H 1.309 2.520 2.345
H 0.873 4.216 2.126
H 3.322 3.885 2.115
H 2.782 4.525 0.575
H 3.694 1.805 1.113
H 4.086 2.779 -0.112
C -4.419 -4.134 0.332
C -4.520 -2.732 0.912
N -3.266 -2.281 1.528
C -3.245 -2.153 2.982
C -3.308 -3.492 3.702
C -2.293 -1.870 0.695
O -2.438 -1.797 -0.521
C -0.940 -1.483 1.237
C -0.172 -2.248 2.106
C 1.138 -1.865 2.357
C 1.647 -0.753 1.713
N 0.916 -0.015 0.868
C -0.348 -0.377 0.655
H -5.373 -4.426 -0.106
H -4.162 -4.861 1.103
H -3.662 -4.168 -0.449
H -5.286 -2.689 1.687
H -4.791 -2.021 0.131
H -4.104 -1.542 3.272
H -2.358 -1.595 3.276
H -4.229 -4.024 3.461
H -3.286 -3.338 4.780
H -2.472 -4.136 3.427
H -0.576 -3.143 2.558
H 1.771 -2.441 3.016
H 2.681 -0.467 1.841
H -0.924 0.216 -0.047
F 5.978 0.386 -3.105
Te 4.512 -0.007 -2.050
F 3.458 -0.162 -0.390
F 5.065 -1.681 -1.551
F 5.642 0.764 -0.745
F 3.877 -0.812 -3.595
O 3.479 1.463 -2.291
O -1.195 1.623 -2.384
C -0.657 0.536 -2.567
C -1.235 -0.643 -3.316
C -0.221 -1.764 -3.086
C 0.921 -1.088 -2.368
O 1.979 -1.569 -2.030
N 0.582 0.228 -2.086
H -1.351 -0.369 -4.365
H -2.221 -0.864 -2.911
H 0.146 -2.244 -3.991
H -0.616 -2.540 -2.430
*
```

Summary:
Relative energy (zero: lowest compared OMol25 entry of this formula, charge and spin)   19.73 kcal/mol
Gap between HOMO and LUMO   8.896 eV
Highest occupied orbital energy   -12.097 eV

Here are the Löwdin charges for atoms 1 to 5, given in e: 0.859 0.010 -0.192 -0.161 -0.100